[1]
Computed, not measured: a structure of composition C33H72GaO8, with wB97M-V/def2-TZVPD.

Results
F_max, hartree/bohr: 0.1103
Net charge: -1
Molar mass, g/mol: 666.7
Gap between HOMO and LUMO, eV: 7.17
2S+1: 1
HOMO, eV: -4.7
Calculated total energy, eV: -104140.3136

Atoms and positions in Å:
C1 5.172 1.305 -2.163
C2 2.214 -1.319 -4.432
H1 -10.039 2.261 5.645
H2 6.038 1.968 -2.185
H3 0.560 1.370 -5.345
H4 1.279 2.190 2.652
H5 -0.862 -1.063 -4.678
H6 -0.312 2.060 3.453
H7 3.055 -0.057 -2.905
H8 -2.294 -0.254 -5.354
H9 -3.359 2.605 4.948
H10 6.072 0.674 -0.338
H11 -1.753 2.838 -3.978
C3 3.966 2.148 -1.758
C4 1.523 -1.559 2.471
C5 -3.058 -0.883 0.630
C6 -5.156 1.917 2.298
H12 6.452 -1.666 -0.799
H13 4.153 -3.273 6.249
H14 -0.716 0.523 -2.924
C7 2.541 2.340 -3.852
C8 -1.808 -0.578 -4.425
H15 -2.430 0.864 -2.991
H16 5.201 -3.951 -2.863
C9 2.561 -1.927 -1.903
H17 -5.834 0.608 4.737
O1 -0.695 -0.574 0.944
C10 0.173 2.221 -4.779
H18 -3.106 -3.027 0.289
H19 0.804 0.281 1.658
H20 -6.615 -0.963 4.592
C11 4.243 -1.590 4.101
H21 -9.426 3.488 4.512
C12 3.292 -3.200 -2.325
H22 3.341 0.234 3.370
O2 0.961 0.442 3.723
H23 2.753 1.270 -3.845
C13 -2.727 -1.544 -3.666
C14 -6.563 1.367 2.261
O3 -8.117 1.997 4.905
O4 -6.733 0.123 2.924
C15 -6.711 0.096 4.338
H24 -6.795 1.154 1.215
H25 -2.995 -2.405 -4.281
H26 1.359 -0.382 -2.749
H27 1.106 -2.173 1.670
H28 0.841 3.505 -3.191
C16 -3.157 -2.123 -0.315
C17 -1.837 -0.040 0.458
Ga1 -1.883 -2.285 -1.930
H29 2.740 2.687 -4.869
H30 2.324 -0.449 -5.085
H31 -2.856 2.978 3.282
H32 -5.067 2.720 1.555
C18 -1.542 0.701 -3.603
H33 3.145 1.482 -1.484
H34 3.162 -1.458 -1.119
H35 4.628 -0.442 2.377
H36 4.212 2.741 -0.875
H37 3.286 -3.895 4.815
H38 -3.655 -1.004 -3.448
H39 -3.901 -0.225 0.447
H40 -7.943 0.316 6.064
H41 5.019 0.866 -3.148
H42 0.007 -0.058 0.531
H43 6.246 -2.088 -3.445
H44 7.128 -0.648 -2.036
H45 1.614 -2.174 -1.427
H46 -8.839 0.085 4.544
H47 -3.136 1.288 3.778
C19 0.755 1.824 3.542
C20 0.662 -0.321 2.562
H48 4.609 -2.531 3.675
H49 -9.927 1.903 3.897
C21 3.753 -0.700 2.981
H50 4.298 3.521 -3.398
H51 -0.390 -0.628 2.605
H52 1.159 2.333 4.417
C22 3.276 -3.136 5.605
H53 0.797 1.794 -2.758
C23 4.823 -3.137 -2.240
C24 -3.477 2.322 3.902
H54 4.755 -1.208 -3.273
H55 -1.838 1.834 -5.396
H56 5.083 -1.087 4.601
C25 -9.447 2.422 4.735
O5 2.867 -1.324 2.072
C26 5.439 0.218 -1.104
H57 4.505 -0.045 -0.606
C27 1.039 2.496 -3.554
C28 5.468 -1.822 -2.729
C29 -7.979 0.589 5.000
H58 2.891 3.901 -2.419
H59 -4.162 -2.103 -0.741
C30 2.313 -0.854 -2.984
C31 6.179 -1.009 -1.625
H60 1.475 -2.143 3.393
H61 -7.283 2.110 2.613
O6 -1.848 1.071 -0.054
H62 -0.451 -1.583 -1.676
H63 0.244 3.093 -5.436
H64 2.972 -4.003 -1.655
O7 3.233 -1.837 5.065
H65 -1.629 -3.874 -2.180
H66 3.011 -2.005 -4.716
C32 -1.303 1.963 -4.451
H67 3.019 -3.532 -3.323
H68 -4.452 1.126 2.032
H69 2.375 -3.273 6.201
C33 3.454 3.080 -2.863
H70 -3.082 -1.224 1.668
H71 5.169 -3.362 -1.231
H72 1.241 -1.751 -4.657
O8 -4.844 2.452 3.578

These are the Mulliken partial charges, in e, on atoms 1 to 4: -1.02 -1.80 0.33 0.58

[2]
Computed, not measured: a cluster of 3 separate species, C5H13NO2 in total, with wB97M-V/def2-TZVPD.

Results
F_max, hartree/bohr: 0.0327
Net charge: +1
Molar mass, g/mol: 119.2
Gap between HOMO and LUMO (alpha / beta), eV: 8.74 / 6.11
Energy above the lowest of the compared OMol25 structures with the same formula, charge and spin, kcal per mole: 14.3
2S+1: 2
HOMO (alpha / beta), eV: -13.3 / -13.3
<S²>: 0.76
Calculated total energy, eV: -10972.2019

Atoms and positions in Å:
C1 2.542 0.394 0.220
H1 -2.591 -1.365 -1.058
H2 -6.077 -1.155 -1.326
C2 0.598 -1.499 1.669
H3 -4.965 -1.107 -0.264
H4 -0.332 1.827 -0.074
O1 -2.807 -0.452 -0.792
H5 4.407 0.980 -0.514
C3 1.138 0.422 0.187
H6 -0.142 -2.204 2.034
C4 0.295 -0.659 0.676
N1 0.489 1.391 -0.478
H7 1.105 2.100 -0.867
C5 3.485 1.453 -0.188
H8 3.132 2.013 -1.050
O2 -5.656 -1.667 -0.631
H9 2.946 -0.404 0.824
H10 1.587 -1.559 2.113
H11 -0.684 -0.650 0.207
H12 3.732 2.092 0.672
H13 -2.203 0.048 -1.359

These are the natural (NBO) partial charges, in e, on atoms 1 to 4: 0.05 0.48 0.47 -0.19

[3]
Computed, not measured: a cluster of 3 separate species, C14H35BBrN2O10P in total, with wB97M-V/def2-TZVPD.

Results
F_max, hartree/bohr: 0.0201
Molar mass, g/mol: 513.1
Gap between HOMO and LUMO, eV: 8.95
Energy above the lowest of the compared OMol25 structures with the same formula, charge and spin, kcal per mole: 0.0
2S+1: 1
HOMO, eV: -8.7
Calculated total energy, eV: -118549.8304

Atoms and positions in Å:
C1 -0.562 3.170 0.700
H1 -0.828 5.170 0.903
P1 -2.142 -5.037 1.392
C2 0.928 -7.447 1.740
H2 2.423 -0.538 1.130
C3 -1.383 -7.436 2.473
O1 -2.892 6.702 1.015
H3 -0.654 -7.921 -0.475
H4 1.277 3.165 -3.280
H5 -4.133 5.832 -0.348
O2 -0.254 -8.101 2.288
H6 0.348 -1.093 -2.431
H7 2.843 -7.701 -0.870
H8 -2.856 3.830 -0.705
H9 1.423 3.131 -1.515
H10 2.496 0.239 -0.456
H11 -0.735 0.697 -3.698
H12 -2.002 8.363 1.745
H13 -0.969 4.767 4.586
H14 3.948 -1.901 -2.856
N1 2.302 -0.700 -3.205
O3 0.523 1.493 -2.301
H15 2.500 2.124 -2.510
H16 -0.913 7.339 0.787
B1 1.195 -7.793 0.210
H17 -0.477 1.685 2.213
H18 0.828 1.228 -4.340
C4 2.860 -1.988 -2.815
H19 -3.076 4.101 1.030
C5 -3.063 5.875 -0.129
O4 -1.730 -6.651 1.387
C6 0.339 0.737 -3.493
H20 -2.555 6.309 -0.996
H21 2.937 -3.527 -1.355
O5 3.016 -1.786 -0.355
H22 -0.910 5.482 2.972
H23 -1.461 -4.867 3.512
H24 0.527 3.260 0.659
H25 1.412 -2.658 -1.318
C7 -2.563 4.472 0.132
C8 -1.169 4.578 3.531
C9 -1.935 7.728 0.863
C10 2.494 -2.530 -1.439
H26 -2.005 2.555 2.224
C11 1.485 2.526 -2.417
H27 2.591 -0.003 -2.531
O6 2.460 -8.199 -0.143
C12 2.233 -0.686 0.067
H28 0.551 -1.276 -4.180
H29 -2.139 8.337 -0.024
Br1 -0.142 -4.111 0.858
H30 0.849 -6.365 1.866
H31 -0.841 2.400 -0.027
O7 0.229 -7.652 -0.746
O8 -0.391 3.463 3.145
H32 -2.238 4.384 3.405
H33 1.164 -0.877 -0.076
H34 1.756 -7.785 2.360
O9 -2.215 -4.660 2.944
O10 -2.087 -7.563 3.423
N2 -1.113 4.445 0.256
H35 2.572 -2.733 -3.565
C13 -0.922 2.677 2.096
C14 0.851 -0.675 -3.315

These are the natural (NBO) partial charges, in e, on atoms 1 to 4: -0.25 0.35 1.39 -0.43

[4]
Computed, not measured: a structure of composition C16H29FN4O2S, with wB97M-V/def2-TZVPD.

Results
F_max, hartree/bohr: 0.0519
Molar mass, g/mol: 360.5
Gap between HOMO and LUMO, eV: 8.37
2S+1: 1
HOMO, eV: -8.9
Calculated total energy, eV: -40668.8997

Atoms and positions in Å:
H1 3.781 -2.264 -2.616
C1 4.054 -1.171 2.285
H2 -2.719 2.532 -3.421
H3 4.797 -1.681 1.663
H4 -3.046 4.214 -0.003
S1 -4.146 -2.295 -1.857
H5 -2.577 1.489 -0.330
C2 -0.655 -1.831 -3.045
H6 -4.428 1.151 -2.548
H7 -0.850 -1.635 0.923
H8 -2.512 3.437 -1.936
H9 3.789 0.288 0.888
H10 3.584 -0.558 -2.201
H11 1.842 -2.440 -3.683
C3 -0.838 -1.681 -0.168
O1 -4.508 2.802 0.393
F1 1.795 -0.375 -3.851
C4 3.295 0.165 5.061
C5 3.073 -1.536 -2.177
C6 -3.249 2.918 -2.549
N1 -3.068 -2.193 -3.075
C7 3.199 -2.250 2.942
C8 0.471 -1.633 -2.281
C9 -3.930 1.777 -1.800
H12 5.571 0.277 2.728
C10 -1.914 -1.977 -2.386
O2 4.038 0.665 3.963
H13 2.318 -0.196 4.732
N2 3.202 -0.360 1.407
H14 -5.719 2.933 -1.287
H15 -0.551 -1.872 -4.135
H16 -4.720 4.723 -0.397
C11 4.827 -0.298 3.288
H17 -4.180 4.599 1.287
H18 -3.979 3.651 -2.901
C12 -2.021 -1.912 -0.945
H19 2.903 -1.859 -1.142
C13 -5.009 2.244 -0.810
H20 3.832 -0.626 5.592
H21 -5.586 1.367 -0.504
H22 2.913 -3.004 2.206
H23 2.642 0.246 2.003
H24 2.276 -1.852 3.362
C14 0.351 -1.556 -0.840
H25 -3.348 0.148 -0.731
N3 -3.292 -2.092 -0.497
H26 1.240 -1.389 -0.206
H27 3.124 0.991 5.751
H28 5.384 -0.913 4.007
C15 1.796 -1.530 -3.057
H29 3.748 -2.757 3.739
N4 -2.904 0.964 -1.139
C16 -4.095 4.153 0.296

These are the natural (NBO) partial charges, in e, on atoms 1 to 4: 0.21 -0.08 0.22 0.19

[5]
Computed, not measured: the ion C3H12N2P with charge +1, with wB97M-V/def2-TZVPD.

Results
F_max, hartree/bohr: 0.1591
Net charge: +1
Molar mass, g/mol: 107.1
Gap between HOMO and LUMO, eV: 10.97
Energy above the lowest of the compared OMol25 structures with the same formula, charge and spin, kcal per mole: 80.0
2S+1: 1
HOMO, eV: -14.4
Calculated total energy, eV: -15565.1504

Atoms and positions in Å:
H1 1.156 1.039 -0.928
N1 1.013 -1.036 0.508
H2 -2.334 0.140 1.271
C1 2.367 -0.675 0.972
H3 0.696 -1.862 0.652
H4 2.481 -1.316 1.882
C2 -1.358 1.859 -0.523
H5 -0.501 2.564 -0.887
H6 1.692 -0.777 -1.766
N2 -1.119 0.666 -0.206
H7 3.084 -0.855 0.203
H8 2.407 0.436 1.256
C3 -2.178 -0.192 0.303
H9 -0.408 -0.835 -1.620
P1 0.697 -0.283 -0.909
H10 -2.064 -1.232 0.358
H11 -3.253 0.035 -0.059
H12 -2.379 2.324 -0.508

These are the natural (NBO) partial charges, in e, on atoms 1 to 4: 0.01 -0.91 0.24 -0.43